1.
C5H8S | the ωB97M-V functional and the def2-TZVPD basis

HOMO level (spin up / spin down): -0.1795 / -0.3286 hartree
Lowest unoccupied orbital energy (spin up / spin down): 0.825 / -2.280 eV
⟨S²⟩: 2.011
Spin multiplicity: 3
ΔE to the lowest compared entry with this formula, charge and spin: 361.63 kJ/mol

```
14
Properties=species:S:1:pos:R:3:nbo_charge:R:1
C -1.102 -0.837 2.024 -0.413
C 0.909 -1.266 -0.095 -0.448
C -1.387 -0.835 0.713 -0.267
C -0.244 -0.666 -0.205 -0.183
C 0.894 2.001 -1.491 -0.731
S -0.653 0.959 -1.503 0.382
H -1.932 -1.086 2.602 0.191
H -0.182 -0.671 2.443 0.197
H 1.711 -0.960 -0.728 0.177
H 1.054 -2.018 0.614 0.183
H -2.341 -1.055 0.117 0.217
H 1.628 1.286 -1.797 0.232
H 0.922 2.370 -0.510 0.237
H 0.724 2.778 -2.183 0.227
```

***

2.
C5H8S3 | the ωB97M-V functional and the def2-TZVPD basis

HOMO level: -0.3325 hartree
Lowest unoccupied orbital energy: 0.229 eV
Spin multiplicity: 1
ΔE to the lowest compared entry with this formula, charge and spin: 285.55 kJ/mol

```
16
Properties=species:S:1:pos:R:3:nbo_charge:R:1
S 2.172 0.808 -1.732 -0.038
C 1.573 -0.777 -1.018 -0.535
C 0.435 -0.690 -0.077 -0.329
S -1.195 -0.542 -0.945 0.139
C -2.003 0.520 0.386 -0.484
C -0.913 0.219 1.428 -0.301
S 0.061 1.211 2.625 0.148
C 0.330 0.483 0.915 -0.324
H 1.044 0.844 -2.485 0.132
H 2.450 -1.176 -0.391 0.236
H 1.471 -1.548 -1.907 0.242
H 0.355 -1.567 0.486 0.215
H -2.917 0.098 0.670 0.219
H -2.172 1.510 -0.107 0.238
H -1.018 -0.745 1.858 0.220
H 0.328 1.351 0.294 0.223
```

***

3.
C5H8S3 | the ωB97M-V functional and the def2-TZVPD basis

HOMO level: -0.3147 hartree
Lowest unoccupied orbital energy: -0.459 eV
Spin multiplicity: 1
ΔE to the lowest compared entry with this formula, charge and spin: 507.74 kJ/mol

```
16
Properties=species:S:1:pos:R:3:nbo_charge:R:1
C 2.382 -0.196 1.925 -0.772
C 1.708 0.324 -0.955 -0.178
C 1.908 -0.010 -2.326 -0.380
C 0.418 0.983 -0.396 -0.641
C -2.071 0.835 0.331 -0.529
H 2.873 -1.071 2.540 0.251
H 3.246 0.656 1.673 0.239
H 1.292 0.345 2.440 0.237
H 1.447 0.364 -3.461 0.228
H 2.869 -0.431 -2.600 0.206
H 0.333 2.245 -0.835 0.239
H 0.723 1.134 0.700 0.235
H -1.784 1.992 0.159 0.228
S 2.174 -1.054 0.178 0.199
S -0.970 -0.185 -0.478 0.427
S -3.522 0.186 0.795 0.011
```

***

| no. | E_tot (eV) |
| --- | --- |
| 1 | -16143.364 |
| 2 | -37817.208 |
| 3 | -37814.906 |